This record from the Open Molecules 2025 dataset describes a structure of composition C26H32MnNO5S at a distorted geometry. The level of theory is wB97M-V/def2-TZVPD.

Geometry (Å):
O  0.025  -0.077  -5.935
C  0.199  1.225  -6.589
C  0.279  0.694  -7.997
H  1.151  1.678  -6.321
H  -0.639  1.891  -6.369
C  0.159  -0.664  -7.271
H  1.260  0.844  -8.432
H  -0.540  0.980  -8.653
C  1.470  -1.393  -7.442
H  2.312  -0.757  -7.140
H  1.615  -1.653  -8.498
H  1.481  -2.313  -6.854
C  -1.026  -1.487  -7.742
H  -1.971  -0.945  -7.647
H  -1.051  -2.430  -7.189
H  -0.902  -1.728  -8.808
Mn  -0.271  -0.492  -0.347
C  -2.076  -0.819  0.643
C  -1.914  0.602  0.724
C  -1.902  1.124  -0.599
H  -1.948  1.190  1.636
C  -2.079  0.032  -1.518
C  -2.196  -1.175  -0.756
H  -2.492  -2.147  -1.153
H  -2.178  -1.496  1.488
H  -1.851  2.174  -0.855
H  -2.284  0.125  -2.585
C  0.943  -1.936  0.725
C  0.046  -2.570  -0.194
C  0.409  -2.146  -1.524
H  -0.685  -3.323  0.058
C  1.521  -1.256  -1.407
C  1.829  -1.100  -0.018
H  2.690  -0.562  0.353
H  0.999  -2.145  1.787
H  0.016  -2.543  -2.455
H  2.152  -0.919  -2.222
O  1.974  1.420  -4.407
C  0.937  0.870  -3.496
C  -0.233  1.835  -3.470
H  1.400  0.851  -2.473
H  0.641  -0.147  -3.773
C  0.497  3.188  -3.663
H  -0.825  1.845  -2.551
H  -0.916  1.594  -4.293
C  1.982  2.810  -3.959
H  0.384  3.814  -2.777
H  0.043  3.684  -4.532
H  2.610  2.868  -3.035
H  2.420  3.440  -4.741
O  0.113  -0.021  2.829
C  0.687  0.915  2.260
N  0.702  1.055  0.876
S  1.552  2.381  0.332
O  2.725  1.946  -0.385
O  0.653  3.309  -0.313
C  1.991  2.894  1.959
C  2.749  3.989  2.379
C  2.904  4.201  3.761
C  2.311  3.319  4.695
C  1.570  2.217  4.259
C  1.429  2.024  2.884
H  3.210  4.641  1.638
H  3.489  5.052  4.126
H  2.431  3.504  5.767
H  1.092  1.497  4.931

Output
E, a.u.: -2989.90814
Total charge: 0
Frontier orbital gap (spin up / spin down), eV: 6.26 / 8.37
LUMO (spin up / spin down), eV: -0.8 / -0.2
Multiplicity: 5
Relative energy (zero: lowest compared OMol25 entry of this formula, charge and spin), eV: 0.000